Record 1
Formula: C3H3P
Source: the OMol25 dataset
Level of theory: wB97M-V/def2-TZVPD

CARTESIAN COORDINATES (ANGSTROEM)
C  2.3408  1.0225  0.0350
C  1.7129  -0.0104  0.0213
P  1.0571  -1.6134  0.0008
C  -1.0464  -1.0869  0.0152
H  2.8323  1.9538  0.0303
H  -1.7209  -1.9053  0.1316
H  -1.2710  -0.0827  0.3001

Computed properties:
E_LUMO (spin up / spin down)	-0.3 / -1.2	eV
relative energy (zero: lowest compared OMol25 entry of this formula, charge and spin)	186.3	kJ/mol
SMILES	C#CP=C
net charge	0

Record 2
Formula: C3H3P3
Source: the OMol25 dataset
Level of theory: wB97M-V/def2-TZVPD

CARTESIAN COORDINATES (ANGSTROEM)
C  0.8857  -1.5046  0.1030
C  1.4049  1.0477  -0.0495
C  -1.0884  0.0945  -0.0697
P  2.1818  -0.5946  -0.0632
P  -0.1677  1.5926  0.0179
P  -2.6205  -0.5831  -0.0180
H  0.4084  -2.4920  0.2244
H  2.2517  1.8870  -0.0083
H  -3.2558  0.5524  -0.1366

Computed properties:
E_LUMO (spin up / spin down)	-1.4 / -1.4	eV
relative energy (zero: lowest compared OMol25 entry of this formula, charge and spin)	414.6	kJ/mol
net charge	0

Record 3
Formula: C3H4
Source: the OMol25 dataset
Level of theory: wB97M-V/def2-TZVPD

CARTESIAN COORDINATES (ANGSTROEM)
C  -1.6719  -0.0643  -0.0235
C  -0.4538  -0.0913  -0.0400
C  0.9112  0.0125  -0.0345
H  -2.8069  0.1513  0.0033
H  1.2727  -0.1362  0.9909
H  1.1766  0.9290  -0.3445
H  1.5721  -0.8011  -0.5518

Computed properties:
E_LUMO	1.1	eV
relative energy (zero: lowest compared OMol25 entry of this formula, charge and spin)	63.5	kJ/mol
SMILES	C#CC
net charge	0

Record 4
Formula: C3H40BNO16
Source: the OMol25 dataset
Level of theory: wB97M-V/def2-TZVPD

CARTESIAN COORDINATES (ANGSTROEM)
B  -2.9033  1.6507  -0.8235
N  -1.5218  1.6832  -1.1358
C  -0.8984  0.6410  -1.5482
C  0.3127  0.7211  -2.4261
C  -1.2852  -0.7707  -1.2127
H  -3.2873  1.3087  0.2678
H  -3.6793  2.0041  -1.6604
H  0.1082  0.0766  -3.2717
H  1.1819  0.3648  -1.8819
H  0.4403  1.7427  -2.7469
H  -1.9551  -0.8206  -0.3644
H  -0.3769  -1.3208  -0.9859
H  -1.7517  -1.2734  -2.0556
O  -0.4994  2.4830  -4.9084
H  -0.9011  2.9470  -5.6517
H  -1.1289  2.5974  -4.1885
O  3.1926  -0.4986  -0.6943
H  3.5861  0.3814  -0.6889
H  3.1826  -0.7394  0.2419
O  -1.8227  3.0670  -7.7519
H  -1.1552  2.3756  -7.8013
H  -2.2491  3.0630  -8.6176
O  -4.3360  2.6945  -9.1428
H  -5.0083  2.0921  -9.4717
H  -4.5442  2.8244  -8.2120
O  2.9370  -2.1762  1.6296
H  3.2091  -2.7118  0.8734
H  2.4408  -2.7896  2.1920
O  0.9287  -2.6222  3.6027
H  0.7962  -2.7916  4.5404
H  0.9915  -1.6598  3.5590
O  5.2051  1.6732  0.2162
H  5.9983  1.7516  0.7522
H  4.9694  2.5851  0.0215
O  5.5220  -3.6014  2.4183
H  5.7025  -4.0826  1.6059
H  4.7839  -3.0223  2.1868
O  0.2198  0.2059  4.7862
H  -0.0948  0.7066  4.0281
H  -0.3804  0.4532  5.5075
O  4.6465  -6.1435  1.1724
H  3.8647  -6.6817  1.3232
H  5.1962  -6.2935  1.9481
O  -1.6962  1.2394  6.7128
H  -2.4804  0.7567  6.4235
H  -1.8431  1.4373  7.6412
O  -3.5768  2.1743  2.8843
H  -3.8952  2.8601  2.2904
H  -2.6717  2.0166  2.5990
O  -3.1755  -0.1929  4.7307
H  -3.4169  0.5086  4.1144
H  -2.2827  -0.4729  4.4888
O  -3.7313  -1.9029  -3.6458
H  -3.3041  -2.2997  -4.4107
H  -4.1406  -2.6414  -3.1851
O  -4.9991  -1.5964  6.5045
H  -4.6026  -1.2176  5.7069
H  -5.9449  -1.6151  6.3393
O  7.3694  3.1924  -1.3958
H  8.0271  2.4916  -1.4176
H  6.9722  3.1759  -2.2712

Computed properties:
E_LUMO	0.1	eV
net charge	0

Record 5
Formula: C3H40O17
Source: the OMol25 dataset
Level of theory: wB97M-V/def2-TZVPD

CARTESIAN COORDINATES (ANGSTROEM)
C  -0.4759  -2.1572  -1.5245
O  -0.1306  -1.8078  -2.8801
C  -0.6285  -3.6888  -1.3122
C  0.4547  -4.2088  -0.1950
H  0.2612  -1.7168  -0.8604
H  -1.4324  -1.7019  -1.4304
H  -0.3895  -2.4934  -3.4946
H  -1.5968  -4.0055  -0.8500
H  -0.3833  -4.2028  -2.2433
H  -0.0407  -4.8221  0.5859
H  1.1962  -4.6728  -0.8540
H  0.8116  -3.3794  0.4490
H  -2.9250  1.3392  -0.7521
H  -4.3839  0.8915  -1.1942
O  -3.7917  1.0888  -0.4497
H  -0.4422  2.0334  -0.9117
H  0.2505  0.5937  -1.3765
O  -0.5387  1.1297  -1.2654
H  4.2314  -2.3666  -0.0844
H  3.8001  -2.4240  1.5098
O  4.1654  -2.9490  0.7931
H  2.5749  0.7659  3.0555
H  3.3637  -0.3609  3.6954
O  3.2304  0.1271  2.8895
H  -2.4389  -0.7199  3.5679
H  -2.9147  0.5618  3.9703
O  -2.3295  -0.1204  4.3059
H  3.4895  -0.5146  -1.5252
H  2.1604  -1.3377  -1.2879
O  3.0728  -1.2722  -1.0978
H  -2.6843  0.0659  -2.8402
H  -3.5391  -1.0200  -2.2220
O  -3.5334  -0.3911  -2.9908
H  -1.9212  -1.9827  0.5807
H  -3.1477  -1.0131  0.4601
O  -2.7875  -1.7804  0.9717
H  3.2986  2.7754  -0.8873
H  2.6133  2.5936  -2.1285
O  2.5885  3.2243  -1.3844
H  0.5639  0.6763  0.7357
H  1.9810  0.6153  1.3161
O  1.4643  0.4417  0.5486
H  -1.2048  3.5340  0.5957
H  -2.6032  3.7216  -0.1843
O  -1.8432  3.1288  -0.0328
H  -3.9291  1.6137  1.2266
H  -3.0645  2.4091  1.8492
O  -3.6523  1.7147  2.1685
H  0.4684  3.1931  1.6378
H  0.9725  3.9993  0.4632
O  0.2869  4.0302  1.1831
H  -0.6251  0.8902  -3.1825
H  -0.8505  -0.3943  -3.7679
O  -1.2661  0.4800  -3.8448
H  4.8230  1.3238  -0.7422
H  3.9153  1.2116  0.5589
O  4.2950  1.7682  -0.1006
H  0.0287  1.1357  3.6154
H  0.4813  2.5358  3.9228
O  0.6509  1.8912  3.2415

Computed properties:
E_LUMO	-0.3	eV
relative energy (zero: lowest compared OMol25 entry of this formula, charge and spin)	494.4	kJ/mol
net charge	0

Record 6
Formula: C3H41N2O16
Source: the OMol25 dataset
Level of theory: wB97M-V/def2-TZVPD

CARTESIAN COORDINATES (ANGSTROEM)
C  -0.5809  0.1330  -0.2644
C  0.7841  -0.1597  -0.7175
C  1.2301  -1.2070  -1.4210
N  0.4214  -2.1986  -1.9152
N  1.7170  0.9612  -0.3844
H  -1.1736  0.9665  -0.6878
H  -0.4740  0.1934  0.8655
H  -1.2915  -0.7763  -0.4060
H  2.2755  -1.4132  -1.7474
H  -0.5904  -2.0871  -1.8292
H  0.7706  -3.1283  -1.6773
H  2.7247  0.6929  -0.4179
H  1.4399  1.5293  0.4621
H  1.6314  1.7206  -1.1717
H  0.5819  2.1712  -3.6217
H  0.7820  0.6456  -3.6446
O  0.9063  1.4298  -4.1714
H  -2.7267  -0.7314  -1.4299
H  -4.2465  -0.3411  -1.4439
O  -3.3877  -0.0155  -1.2121
H  2.5284  0.8894  -3.5843
H  3.7434  -0.0800  -3.7427
O  3.3619  0.5786  -3.1634
H  -1.0243  2.9925  -2.1958
H  0.2615  4.0139  -2.3061
O  -0.0439  3.1115  -2.2729
H  4.3852  1.4355  -1.8968
H  4.8776  2.2219  -0.5749
O  4.1519  1.8115  -1.0464
H  0.4647  4.2031  0.9683
H  -0.4371  3.0077  0.7215
O  0.4616  3.2137  1.0570
H  2.4273  -0.0024  2.3257
H  1.2034  1.0508  2.8675
O  1.5544  0.4468  2.2365
H  -1.5034  -1.6326  5.0212
H  -2.1422  -0.5774  4.3049
O  -2.0146  -1.5135  4.1978
H  -0.4586  -3.1554  1.3675
H  -0.5239  -4.6835  0.8699
O  -0.3997  -3.7383  0.6048
H  -3.0489  -2.9477  -0.7548
H  -1.6938  -2.6219  -0.0667
O  -2.2419  -2.4478  -0.9227
H  -5.0994  0.9463  1.4698
H  -3.9673  0.4206  0.4084
O  -4.1509  0.7883  1.2651
H  -0.8495  -1.6981  3.0061
H  0.3905  -1.0440  1.9940
O  -0.1303  -1.7618  2.3105
H  3.1761  -2.0187  2.1738
H  4.4663  -0.8836  2.0702
O  3.6012  -1.1977  2.4475
H  1.5692  -1.9753  0.7959
H  1.2829  -3.4428  0.7494
O  2.0494  -2.7844  0.7909
H  -2.3542  2.0384  2.8831
H  -3.3875  0.8688  2.9037
O  -2.5007  1.2107  3.3415
H  -3.3667  2.6114  -2.3653
H  -2.7980  1.4770  -1.6694
O  -2.6138  2.4833  -1.7545

Computed properties:
E_LUMO	-2.4	eV
relative energy (zero: lowest compared OMol25 entry of this formula, charge and spin)	409.7	kJ/mol
net charge	+1

Record 7
Formula: C3H42O18
Source: the OMol25 dataset
Level of theory: wB97M-V/def2-TZVPD

CARTESIAN COORDINATES (ANGSTROEM)
O  2.2491  0.6238  -1.1946
H  1.2942  0.6945  -1.1263
H  2.5469  -0.1970  -0.7956
H  2.7525  1.4025  -0.9458
C  -0.4796  -0.6293  -0.0112
C  -0.2658  0.9244  -0.1309
C  0.6009  1.3618  1.0898
O  0.2963  1.2099  -1.4244
H  -0.9077  -0.9387  0.9423
H  0.4041  -1.2659  -0.0550
H  -1.1108  -0.9975  -0.8199
H  -1.1973  1.4656  0.0348
H  1.5577  0.8434  1.0282
H  0.1092  1.0156  1.9988
H  0.7567  2.4379  1.0127
O  -0.9579  -2.7081  -1.4293
H  -0.6153  -3.6014  -1.3983
H  -0.8531  -2.3798  -0.5363
O  -3.0765  0.5708  -1.6576
H  -2.7186  0.5350  -0.7705
H  -3.0359  -0.3333  -1.9695
O  -2.5240  -1.2215  -2.3333
H  -1.7954  -1.6917  -1.9279
H  -3.2995  -1.7296  -2.0955
O  0.7571  -0.8196  -2.3797
H  0.3978  -0.0902  -1.8745
H  0.9427  -1.4950  -1.7272
O  1.1764  -2.4413  0.7294
H  0.2993  -2.7945  0.5802
H  1.0849  -1.8929  1.5087
O  -0.9530  -2.6681  0.8386
H  -1.7088  -3.0359  0.3807
H  -1.3174  -1.9672  1.3789
O  -1.5067  2.4038  -1.9374
H  -1.9796  1.5759  -1.8527
H  -0.6377  2.2215  -1.5799
O  -2.9891  0.2134  0.4826
H  -2.7724  -0.6932  0.7001
H  -2.5491  0.7333  1.1551
O  1.4383  2.9775  -0.7929
H  1.0111  3.4831  -1.4843
H  0.8724  2.2156  -0.6682
O  2.3028  3.2920  1.2910
H  1.7161  3.3092  0.5349
H  2.0436  4.0512  1.8132
O  -1.9772  -1.1107  2.2640
H  -2.1542  -0.2166  2.5563
H  -2.0093  -1.6355  3.0638
O  3.1339  1.6004  0.7615
H  3.8776  1.4248  1.3379
H  2.6533  2.3041  1.1975
O  -1.8655  3.2636  0.3733
H  -2.0083  2.9913  -0.5331
H  -0.9834  3.6352  0.3762
O  0.7003  -1.5522  2.5947
H  0.3213  -0.8362  2.0849
H  -0.0554  -2.0265  2.9411
O  1.5581  -2.5088  -1.3354
H  1.5828  -2.1099  -0.4656
H  1.6913  -3.4430  -1.1750
O  2.5779  -0.9348  0.2818
H  2.2036  -1.4241  1.0144
H  3.3948  -1.3914  0.0807

Computed properties:
E_LUMO	-1.3	eV
relative energy (zero: lowest compared OMol25 entry of this formula, charge and spin)	2982.8	kJ/mol
net charge	0

Record 8
Formula: C3H4AgNaO3
Source: the OMol25 dataset
Level of theory: wB97M-V/def2-TZVPD

CARTESIAN COORDINATES (ANGSTROEM)
O  1.4659  0.5539  0.1697
C  0.9045  -0.6677  -0.1702
C  -0.4116  -0.9382  0.4876
O  -2.5458  -0.1653  -0.6897
C  -2.4582  1.0126  -0.8174
O  -1.8119  1.9791  -0.6241
Na  3.4997  0.3879  0.8117
Ag  0.4523  2.5263  0.1925
H  1.5211  -1.5775  0.0388
H  0.7924  -0.7491  -1.2746
H  -0.6097  -0.4012  1.4217
H  -0.7987  -1.9606  0.4540

Computed properties:
E_LUMO (spin up / spin down)	-4.7 / -4.7	eV
relative energy (zero: lowest compared OMol25 entry of this formula, charge and spin)	95.1	kJ/mol
2S+1	2
net charge	+1

Record 9
Formula: C3H4AlO4
Source: the OMol25 dataset
Level of theory: wB97M-V/def2-TZVPD

CARTESIAN COORDINATES (ANGSTROEM)
C  -0.8002  -0.5390  1.3847
C  -0.0157  -1.1985  0.2733
O  -0.0840  -0.4057  -0.9137
C  0.3779  0.8042  -0.8999
O  -0.2761  -0.0232  2.3708
O  0.5323  1.4293  -1.9551
O  0.8150  1.2351  0.2358
Al  0.4781  1.1470  -3.4276
H  -1.8904  -0.4622  1.2075
H  -0.4580  -2.1684  0.0188
H  1.0306  -1.3237  0.5836
H  0.2904  1.5050  1.1219

Computed properties:
E_LUMO (spin up / spin down)	-16.3 / -18.4	eV
relative energy (zero: lowest compared OMol25 entry of this formula, charge and spin)	0.0	kJ/mol
net charge	+3

Record 10
Formula: C3H4AuO3
Source: the OMol25 dataset
Level of theory: wB97M-V/def2-TZVPD

CARTESIAN COORDINATES (ANGSTROEM)
O  -1.3968  0.5643  -1.8521
C  -2.1360  1.3599  -2.2844
O  -2.8104  2.1649  -2.7471
C  1.2864  -0.5766  0.1285
C  0.6488  -0.5062  1.5351
O  -0.7568  -0.2578  1.4517
Au  -0.5777  -0.2349  -0.3480
H  2.0525  0.1995  -0.0289
H  1.7471  -1.5555  -0.0794
H  1.1242  0.2956  2.1370
H  0.8187  -1.4533  2.0876

Computed properties:
E_LUMO (spin up / spin down)	-3.9 / -7.8	eV
relative energy (zero: lowest compared OMol25 entry of this formula, charge and spin)	0.0	kJ/mol
2S+1	3
net charge	+1

Record 11
Formula: C3H4BCoNO5
Source: the OMol25 dataset
Level of theory: wB97M-V/def2-TZVPD

CARTESIAN COORDINATES (ANGSTROEM)
C  -2.2579  -2.2940  -1.4425
C  -0.8588  -2.3451  -1.1627
O  0.4836  -2.6444  -0.5620
C  1.1783  -1.3624  -0.3149
O  2.4475  -1.2080  -0.7846
N  0.5131  -0.1764  0.4062
O  1.4119  0.8294  0.2727
B  1.0740  1.9762  1.1427
O  2.0949  3.0672  1.2305
O  -0.1789  2.1374  1.9219
H  -3.3408  -2.5843  -1.8528
H  0.3696  -0.4467  1.4038
H  2.1853  3.4098  0.2731
H  -0.7981  2.7392  1.4101
Co  -4.3234  -1.0982  -1.9414

Computed properties:
E_LUMO (spin up / spin down)	-9.6 / -12.7	eV
2S+1	4
net charge	+2

Record 12
Formula: C3H4BeO3
Source: the OMol25 dataset
Level of theory: wB97M-V/def2-TZVPD

CARTESIAN COORDINATES (ANGSTROEM)
C  1.4693  0.3637  -0.1333
C  0.7123  0.2042  1.0261
O  -0.5998  -0.0004  1.0620
C  -1.4024  -0.3601  0.0194
O  -0.8820  -0.5318  -1.1393
O  -2.6152  -0.1968  0.1554
H  1.5321  1.4117  -0.4514
H  1.1708  -0.0503  1.9854
H  2.4625  -0.0928  -0.0159
Be  -2.3198  -0.6446  -1.4114
H  0.4721  -0.1029  -1.0968

Computed properties:
E_LUMO	-11.8	eV
relative energy (zero: lowest compared OMol25 entry of this formula, charge and spin)	45.6	kJ/mol
net charge	+2